Entry from the OMol25 dataset: a cluster of 2 separate species, C3H7NO6 in total at a distorted geometry (wB97M-V/def2-TZVPD).

Values from the calculation:
Net charge = 0
Kohn-Sham gap (alpha / beta) = 0.2950 / 0.2872 Eh
HOMO level (alpha / beta) = -0.30777 / -0.32007 Ha

Element x y z (Å)
O: 2.375 -0.796 -1.108
H: -0.360 -1.340 -1.149
N: 2.022 -0.423 0.004
O: 1.327 1.470 -0.974
H: 1.383 0.617 1.938
O: 2.305 -1.062 1.041
H: -1.920 0.490 -1.472
H: -1.446 0.483 1.324
O: -2.668 -0.907 0.312
H: -2.689 -1.318 -0.594
C: -1.605 -0.052 0.315
O: -1.824 0.955 -0.599
H: -0.248 -1.669 0.604
C: -0.498 -0.984 -0.170
H: 1.425 2.460 -0.935
O: 1.133 1.327 1.311
C: 1.287 0.748 0.153

Atom charges from the natural (NBO) analysis, given in e for atoms 1 to 8:
1 O -0.39
2 H 0.20
3 N 0.40
4 O -0.66
5 H 0.52
6 O -0.49
7 H 0.45
8 H 0.19

---

Entry from the OMol25 dataset: a structure of composition C2H3I2NO at a distorted geometry (wB97M-V/def2-TZVPD).

Values from the calculation:
Net charge = 0
Kohn-Sham gap (alpha / beta) = 0.2482 / 0.2454 Eh
HOMO level (alpha / beta) = -0.31614 / -0.31540 Ha

Element x y z (Å)
N: 0.687 -1.460 1.640
H: -1.654 1.274 0.009
H: 0.403 -0.563 2.112
C: -0.533 -0.084 -1.084
I: 0.690 2.323 0.314
O: 0.614 -0.516 -1.508
C: -0.660 0.946 -0.246
I: 1.932 -1.207 0.217
H: -1.480 -0.712 -1.453

Atom charges from the natural (NBO) analysis, given in e for atoms 1 to 8:
1 N -0.96
2 H 0.22
3 H 0.36
4 C 0.15
5 I 0.18
6 O -0.70
7 C -0.52
8 I 1.08

---

Entry from the OMol25 dataset: a structure of composition C28H62O28S8V at a distorted geometry (wB97M-V/def2-TZVPD).

Values from the calculation:
Net charge = +1
Kohn-Sham gap = 0.3012 Eh
HOMO level = -0.40496 Ha

Element x y z (Å)
H: -5.546 -5.118 -3.250
S: -2.834 -3.686 -3.443
H: 0.359 7.239 -2.817
H: -4.324 4.483 -1.199
H: 3.352 2.524 -2.542
H: 1.910 2.426 -6.412
H: 4.245 -6.339 0.747
O: -1.509 -2.470 1.067
C: 2.739 -0.696 4.658
H: -2.748 5.289 -1.143
C: -2.733 -1.880 0.565
C: 3.347 -5.110 2.345
H: -4.218 0.864 4.296
C: -3.343 4.473 -0.726
O: -2.039 -4.069 2.897
C: 1.603 3.949 1.545
H: -2.595 0.087 -4.598
H: -1.937 -4.977 -1.588
O: 0.501 4.666 -0.678
O: -3.476 0.534 -1.696
H: -1.974 -2.211 5.417
C: -2.655 3.142 -0.814
H: -3.155 2.401 -0.190
H: 0.381 6.693 -0.452
H: 1.693 5.010 1.749
S: -2.454 1.176 -2.458
H: -4.290 -3.052 1.720
H: 4.163 -1.343 1.412
C: -2.807 1.088 -4.232
O: 1.421 -0.133 2.454
O: -2.599 -2.270 -3.433
C: 3.188 -4.670 0.019
O: 2.943 4.048 -0.740
H: 5.790 2.924 3.315
H: 6.166 1.009 1.499
O: 0.186 -1.525 -1.294
C: -1.507 -4.556 -2.490
H: 1.866 -3.146 -0.625
H: 0.644 3.535 1.863
C: -2.058 -1.402 4.696
H: -1.057 -0.606 3.016
O: -1.062 0.825 -2.249
H: 5.741 2.594 1.010
O: 5.116 0.877 -1.125
O: 0.741 2.507 -4.001
H: -5.925 -4.695 -0.704
S: -2.279 2.884 3.166
C: -3.826 -2.943 0.731
S: 4.136 0.342 -0.214
H: -3.419 4.787 0.318
C: 3.278 2.161 -3.565
H: -5.154 2.227 4.847
H: 1.127 -2.641 1.727
O: -1.885 2.393 4.679
H: -4.080 -5.983 -2.854
H: 1.887 1.239 -8.539
O: -3.125 -4.376 -4.665
S: 1.438 0.226 3.856
H: -1.054 -5.281 -3.156
O: -0.477 0.354 0.360
H: -2.854 -1.562 3.976
H: -1.634 3.227 -0.437
O: -3.889 2.830 3.443
O: -0.681 -4.866 1.041
H: -0.712 5.885 -2.462
O: 1.170 2.314 -0.564
C: -5.342 -5.503 -1.148
C: 2.479 -4.056 2.581
H: -4.591 -2.743 -0.018
H: 5.876 -1.218 0.693
S: 1.667 1.428 -3.836
H: 1.942 6.221 -1.030
C: 2.031 0.665 -7.628
H: -2.617 -1.532 -0.457
C: 5.150 2.074 3.072
C: -4.746 -5.189 -2.509
H: 0.415 1.411 -6.494
C: 1.926 -3.354 1.550
H: 1.568 -0.312 -7.777
O: -1.873 4.236 2.882
S: -1.749 -4.010 1.499
O: -4.077 -3.933 -2.426
O: 1.944 0.682 -5.265
O: 0.174 -0.424 4.638
H: 2.523 -0.807 5.716
O: -3.104 -4.148 0.595
H: 3.439 -4.909 -1.010
C: 2.262 -3.656 0.242
H: 4.559 -2.021 -0.063
C: -0.777 -1.187 3.899
H: -3.856 1.367 -4.280
H: 0.885 5.589 -3.238
C: -4.160 1.941 4.505
H: -0.877 -3.699 -2.250
O: -2.595 2.749 -2.206
C: 0.883 5.976 -1.108
O: -1.844 1.820 2.293
H: 3.279 3.017 -4.239
H: -3.286 3.051 6.049
C: 0.332 6.192 -2.519
H: -5.999 -6.371 -1.194
O: 4.121 1.320 1.058
H: 3.667 -0.131 4.574
V: 0.484 0.038 -0.897
H: -2.812 -1.066 1.286
H: 2.983 -1.620 4.134
O: 1.464 0.330 -2.891
H: -4.535 -5.707 -0.441
H: -0.376 -2.150 3.578
C: 1.504 1.413 -6.421
H: 2.082 -3.910 3.581
H: -2.187 1.830 -4.732
C: 5.378 1.760 1.614
H: 5.410 1.234 3.709
H: 3.069 0.416 -7.391
O: 1.634 1.586 4.311
H: -2.944 1.283 6.122
C: 3.718 -5.443 1.043
O: 2.782 0.110 -0.615
S: 1.669 3.625 -0.243
C: 4.803 -1.145 0.550
H: 4.106 1.498 -3.798
H: 3.696 -5.665 3.208
H: 2.323 3.338 2.088
H: 4.127 2.408 3.230
H: -2.229 -0.485 5.267
C: -3.001 2.158 5.479

Atom charges from the Löwdin analysis, given in e for atoms 1 to 8:
1 H 0.12
2 S 0.63
3 H 0.09
4 H 0.09
5 H 0.04
6 H 0.12
7 H 0.10
8 O -0.23

---

Entry from the OMol25 dataset: a structure of composition C13H24CaF9N5O6S3 at a distorted geometry (wB97M-V/def2-TZVPD).

Values from the calculation:
Net charge = 0
Kohn-Sham gap = 0.3265 Eh
HOMO level = -0.30922 Ha

Element x y z (Å)
H: -2.275 3.032 2.652
H: -0.631 -0.212 2.980
H: -1.643 3.352 1.030
H: -1.809 -4.079 -2.371
C: 2.868 1.750 0.609
F: 0.148 1.106 -5.658
H: 0.534 3.120 1.626
O: 1.141 -3.642 0.338
H: 3.284 -0.780 0.862
H: -0.405 -4.422 1.818
C: 2.089 -2.482 -1.480
C: 2.806 -0.351 1.739
H: -1.099 -2.474 -2.124
H: -1.398 -4.344 3.283
H: 3.590 -0.063 2.452
C: -1.301 0.649 2.945
F: -1.478 4.987 -2.296
C: 0.313 2.356 2.373
N: 0.074 2.652 -3.292
O: -0.014 2.936 -0.764
H: -1.212 -4.200 -0.136
C: -1.966 2.565 1.706
H: 2.171 -1.109 2.192
H: -1.332 1.125 3.936
H: 0.100 2.872 3.320
C: 0.616 0.416 -4.628
F: 2.676 -3.637 -1.748
F: 1.591 -0.381 -5.023
H: -2.116 -2.294 2.521
S: 1.270 1.600 -3.385
O: 2.473 2.116 -3.936
Ca: 0.052 0.451 -0.450
N: -1.955 -2.991 1.818
F: 3.053 -1.551 -1.341
H: 3.244 1.265 -0.291
C: 1.185 -2.558 -0.221
F: -2.883 3.730 -1.229
N: 1.999 0.815 1.353
H: 3.722 2.067 1.220
F: -2.671 3.531 -3.376
O: 1.370 0.846 -2.118
F: -0.369 -0.293 -4.092
C: -2.115 -2.561 0.558
F: 1.357 -2.134 -2.564
O: -1.462 1.259 -1.792
H: -2.845 -2.673 -2.050
H: 1.251 0.676 3.289
N: -0.874 1.609 1.920
C: 1.515 1.463 2.585
H: 2.321 2.045 3.049
N: -1.836 -3.453 -0.398
H: -2.059 -5.092 1.829
H: 2.312 2.639 0.307
O: 0.561 -1.478 0.066
C: -1.419 -4.287 2.198
S: -0.752 2.533 -1.956
S: -2.715 -1.002 0.242
H: -2.825 2.050 1.275
C: -1.896 -3.146 -1.818
C: -2.041 3.794 -2.247
H: -2.292 0.283 2.694

Atom charges from the natural (NBO) analysis, given in e for atoms 1 to 8:
1 H 0.17
2 H 0.20
3 H 0.21
4 H 0.21
5 C -0.44
6 F -0.30
7 H 0.21
8 O -0.65

---

Entry from the OMol25 dataset: a structure of composition C48H52AsBrN2O6ScSi (wB97M-V/def2-TZVPD).

Values from the calculation:
Net charge = -1
Kohn-Sham gap = 0.2649 Eh
HOMO level = -0.18528 Ha

Element x y z (Å)
C: 1.335 -3.840 -1.054
C: -2.794 -3.682 -5.572
H: -2.385 -3.748 -0.115
C: 3.982 2.520 2.212
Si: -1.585 1.798 -2.555
N: -0.016 1.552 1.270
C: 3.188 3.448 1.605
C: 4.263 0.039 -1.607
C: -0.783 2.721 -5.150
C: -4.601 3.030 1.489
C: -1.809 -2.734 -3.573
H: -1.896 -5.349 0.520
C: -0.300 1.901 -3.954
H: 1.780 -2.122 3.215
H: 0.023 3.542 -0.908
H: -4.064 -2.600 -2.897
H: 5.197 -1.533 -0.430
H: 4.311 2.080 -0.872
H: 5.447 1.762 -2.202
C: 2.911 -0.221 -1.081
H: -0.706 3.338 2.004
C: -5.792 0.034 -3.646
C: -3.213 5.539 -1.485
H: 0.892 0.520 -5.126
H: -1.571 -4.910 -1.181
H: -4.135 6.087 -1.636
H: 4.185 -1.802 3.838
C: -1.951 -2.203 -2.177
H: -1.038 3.742 -4.854
H: 5.416 -0.479 -3.377
C: -2.888 0.806 1.233
H: -0.744 -0.074 -4.829
As: 0.049 -3.779 0.371
C: -1.882 3.545 -1.880
C: -2.374 2.124 1.397
C: -4.776 -0.070 -4.584
C: -3.264 1.154 -3.128
C: -0.885 4.111 -1.079
C: -3.244 3.217 1.520
C: 4.428 -0.680 -2.953
C: 1.302 1.935 1.581
C: 3.454 1.244 2.531
O: -4.176 -3.083 -3.765
H: -2.830 4.215 1.613
H: 0.818 -5.978 1.337
C: 0.967 2.553 -3.382
C: -1.540 -3.767 -6.144
H: 1.768 2.517 -4.133
H: 4.317 -1.759 -2.828
H: 0.065 -4.948 2.584
O: -0.117 -2.294 1.108
C: -0.558 -2.824 -4.178
C: -1.038 5.358 -0.492
C: 0.738 -4.963 1.728
C: 1.767 -0.383 -0.686
H: 5.253 0.402 3.386
H: -3.681 -4.004 -6.101
H: 0.445 -0.091 -3.524
H: -4.696 -0.345 1.175
C: -4.300 0.656 1.283
H: 3.589 4.420 1.347
C: -0.959 2.372 1.552
H: -1.440 -4.167 -7.146
C: 3.630 -0.989 3.387
H: 1.316 2.021 -2.492
C: -0.409 -3.337 -5.453
C: -3.042 4.294 -2.079
H: -1.664 2.286 -5.626
H: -4.944 -0.606 -5.510
H: 1.241 3.903 0.779
C: 4.214 0.218 3.137
C: -2.212 6.075 -0.688
H: -6.333 0.769 -1.700
C: 4.445 1.549 -1.816
O: -1.000 0.882 -1.385
C: -5.134 1.740 1.392
H: 0.809 3.604 -3.125
C: 1.841 3.158 1.285
N: 1.538 -0.244 2.492
H: 2.136 -4.527 -0.779
H: 5.257 0.064 0.322
C: 0.084 0.481 -4.382
H: 1.722 -4.611 2.033
C: -3.529 0.485 -4.324
O: -0.867 -1.971 -1.542
C: -5.553 0.692 -2.448
H: 3.666 -0.342 -3.658
C: -1.637 -4.537 -0.160
H: -2.752 0.374 -5.070
C: -4.305 1.241 -2.199
C: 2.272 -1.170 3.040
H: 5.017 2.738 2.445
O: -2.126 -0.212 1.078
H: -6.760 -0.413 -3.841
O: -3.092 -2.041 -1.711
H: 0.294 -2.456 -3.620
H: 0.848 -4.164 -1.970
Br: -5.775 4.524 1.596
H: -3.840 3.890 -2.691
C: -2.944 -3.160 -4.283
Sc: -0.414 -0.478 -0.042
H: -4.135 1.738 -1.250
H: 3.708 1.927 -2.524
H: -6.209 1.604 1.388
H: 0.007 2.784 -5.910
C: 5.329 -0.467 -0.628
H: -0.248 5.771 0.127
H: -2.347 7.043 -0.220
H: 1.725 -2.828 -1.181
H: 6.330 -0.309 -1.042
C: 2.113 0.949 2.219
H: 0.570 -3.389 -5.913

Atom charges from the Löwdin analysis, given in e for atoms 1 to 8:
1 C -0.18
2 C -0.02
3 H 0.04
4 C -0.05
5 Si 0.50
6 N 0.08
7 C -0.08
8 C -0.63

---

Entry from the OMol25 dataset: a cluster of 2 separate species, CH3N2O in total at a distorted geometry (wB97M-V/def2-TZVPD).

Values from the calculation:
Net charge = +1
Kohn-Sham gap = 0.2178 Eh
HOMO level = -0.57962 Ha

Element x y z (Å)
H: -2.779 -0.221 0.646
H: -1.386 -0.837 -0.765
N: 2.402 0.003 -0.007
H: -1.259 0.913 0.015
N: 3.477 -0.258 0.054
O: 1.339 0.396 0.035
C: -1.794 0.005 0.023

Electronic structure analysis, natural (NBO) charges in units of e:
1 H 0.26
2 H 0.26
3 N 0.43
4 H 0.21
5 N -0.01
6 O -0.41
7 C 0.25